Formula: C27H28B3F40O9P
Source: the Open Molecules 2025 dataset
Level of theory: wB97M-V/def2-TZVPD

```
! wB97M-V def2-TZVPD RIJCOSX def2/J DEFGRID3
* xyz 0 1
C -3.696 -0.590 2.503
B -2.393 0.033 1.806
O -1.781 -0.515 0.629
B -1.012 0.588 0.119
O 0.160 0.903 0.882
B -0.341 0.913 2.225
P 0.712 0.590 3.784
C 1.153 -1.249 3.779
O -0.255 0.783 5.187
O -1.748 1.179 2.383
H -3.525 -0.503 3.604
H -4.591 0.005 2.202
H -3.823 -1.655 2.199
H -1.347 1.222 -0.823
H 2.218 -1.395 4.061
H 0.462 -1.732 4.516
H 0.925 -1.641 2.762
H 0.005 1.637 5.543
C 4.637 5.626 1.530
C 4.119 5.814 2.978
C 4.668 4.882 4.068
F 4.395 3.588 3.849
F 4.101 5.190 5.262
F 2.769 5.793 2.965
F 4.475 7.076 3.349
O 3.826 4.885 0.598
C 3.899 3.486 0.529
C 2.587 2.808 0.940
F 2.207 3.151 2.181
F 2.728 1.465 0.930
F 4.963 3.043 1.214
F 4.141 3.188 -0.763
H 4.651 6.630 1.098
H 5.678 5.298 1.504
H 5.750 4.995 4.170
H 1.780 3.081 0.257
C 6.855 10.271 -2.075
C 7.709 11.519 -1.741
C 9.044 11.305 -1.013
F 8.907 10.738 0.194
F 9.646 12.501 -0.803
F 6.940 12.409 -1.080
F 8.019 12.099 -2.935
O 5.750 9.927 -1.217
C 5.944 9.156 -0.063
C 5.630 9.927 1.225
F 6.365 11.045 1.335
F 5.906 9.160 2.301
F 7.170 8.614 -0.073
F 5.082 8.117 -0.162
H 6.364 10.511 -3.020
H 7.473 9.400 -2.296
H 9.720 10.689 -1.611
H 4.577 10.213 1.254
C -2.815 -2.109 -2.527
C -1.610 -1.918 -3.483
C -1.809 -1.020 -4.712
F -2.756 -1.466 -5.551
F -0.661 -0.969 -5.432
F -1.140 -3.131 -3.843
F -0.627 -1.334 -2.741
O -3.617 -3.301 -2.640
C -4.673 -3.376 -3.558
C -4.432 -4.431 -4.645
F -3.295 -4.205 -5.325
F -5.443 -4.413 -5.547
F -4.950 -2.161 -4.050
F -5.758 -3.743 -2.851
H -2.373 -2.204 -1.533
H -3.437 -1.215 -2.470
H -2.064 0.000 -4.413
H -4.367 -5.429 -4.209
C -6.687 -6.506 -7.650
C -7.172 -7.529 -6.594
C -7.173 -9.016 -6.977
F -7.973 -9.298 -8.015
F -7.630 -9.756 -5.936
F -8.387 -7.152 -6.146
F -6.321 -7.411 -5.531
O -7.678 -5.796 -8.418
C -8.231 -6.355 -9.579
C -9.733 -6.631 -9.441
F -10.005 -7.445 -8.408
F -10.200 -7.234 -10.558
F -7.526 -7.431 -9.958
F -8.059 -5.440 -10.553
H -6.202 -5.714 -7.078
H -5.899 -6.911 -8.286
H -6.163 -9.359 -7.215
H -10.281 -5.699 -9.288
C 1.888 -5.722 7.131
C 2.130 -5.935 8.646
C 0.983 -6.514 9.486
F -0.114 -5.742 9.493
F 1.374 -6.625 10.779
F 2.581 -4.782 9.182
F 3.157 -6.827 8.745
O 1.551 -4.407 6.653
C 0.223 -3.954 6.658
C 0.001 -2.762 7.599
F 0.352 -3.047 8.864
F -1.306 -2.422 7.614
F -0.607 -4.979 6.889
F -0.035 -3.548 5.396
H 2.855 -5.912 6.663
H 1.223 -6.479 6.714
H 0.703 -7.509 9.132
H 0.587 -1.901 7.273
*
```

Computed properties:
Strongest force on any atom = 2.75 eV/Å
Relative energy (zero: lowest compared OMol25 entry of this formula, charge and spin) = 217.7 kJ/mol
HOMO level = -0.307 hartree
LUMO level = 0.201 eV
HOMO-LUMO gap = 8.567 eV



Formula: C27H28CaN5O4S
Source: the Open Molecules 2025 dataset
Level of theory: wB97M-V/def2-TZVPD

```
! wB97M-V def2-TZVPD RIJCOSX def2/J DEFGRID3
* xyz 1 1
Ca 1.738 -0.876 -0.611
O 2.189 -2.094 1.335
C 0.868 -2.712 1.429
C 0.750 -3.565 0.111
O 0.619 -4.766 0.159
O 0.872 -2.832 -0.950
C 0.731 -3.498 2.720
C 1.577 -3.235 3.793
C 1.420 -3.910 4.996
C 0.405 -4.840 5.140
C -0.453 -5.091 4.077
C -0.293 -4.426 2.873
C -0.109 -1.544 1.420
C 0.247 -0.316 1.983
C -0.652 0.744 2.012
C -1.926 0.584 1.493
C -2.293 -0.639 0.941
C -1.391 -1.691 0.893
H 2.850 -2.779 1.500
H 2.356 -2.488 3.708
H 2.090 -3.699 5.820
H 0.278 -5.368 6.076
H -1.247 -5.818 4.181
H -0.950 -4.649 2.045
H 1.226 -0.199 2.433
H -0.357 1.686 2.455
H -2.629 1.406 1.521
H -3.291 -0.778 0.544
H -1.682 -2.633 0.443
C -1.367 0.237 -2.481
C -0.392 1.318 -2.166
N 0.773 1.149 -1.567
C 1.366 2.395 -1.495
C 0.538 3.322 -2.035
N -0.571 2.626 -2.464
C -1.713 3.238 -3.135
N -2.343 4.224 -2.314
N -1.879 5.505 -2.336
N -2.454 6.180 -1.428
C -3.301 5.345 -0.724
C -4.146 5.606 0.355
C -4.896 4.556 0.833
C -4.820 3.273 0.256
C -3.988 3.000 -0.809
C -3.227 4.069 -1.285
H -0.967 -0.721 -2.150
H -1.560 0.171 -3.553
H -2.316 0.390 -1.968
H 2.336 2.538 -1.047
H 0.621 4.389 -2.154
H -2.429 2.460 -3.389
H -1.375 3.731 -4.043
H -4.209 6.597 0.782
H -5.571 4.715 1.663
H -5.446 2.484 0.652
H -3.948 2.016 -1.257
C 6.319 -0.479 -2.219
S 4.653 -0.861 -2.765
C 4.887 -2.614 -3.064
O 3.815 -0.788 -1.501
H 6.554 -1.117 -1.369
H 6.340 0.570 -1.936
H 7.005 -0.655 -3.047
H 5.566 -2.732 -3.908
H 3.913 -3.034 -3.308
H 5.288 -3.076 -2.164
*
```

Computed properties:
Strongest force on any atom = 0.41 eV/Å
Relative energy (zero: lowest compared OMol25 entry of this formula, charge and spin) = 0.0 kJ/mol
HOMO level = -0.410 hartree
LUMO level = -2.280 eV
HOMO-LUMO gap = 8.869 eV



Formula: C27H28Cl4N4NiO9S2
Source: the Open Molecules 2025 dataset
Level of theory: wB97M-V/def2-TZVPD

```
! wB97M-V def2-TZVPD RIJCOSX def2/J DEFGRID3
* xyz -2 3
Ni 0.128 -2.485 2.018
O 5.997 -3.317 0.581
C 4.679 -3.085 0.871
C 3.771 -2.736 -0.123
C 2.457 -2.524 0.249
N 2.082 -2.649 1.511
C 2.935 -2.973 2.473
C 4.271 -3.200 2.193
C 2.309 -3.029 3.878
O 3.077 -3.238 4.820
O 1.061 -2.829 3.893
C 1.344 -2.081 -0.706
O 1.669 -1.855 -1.881
O 0.213 -1.956 -0.163
H 6.112 -3.221 -0.370
H 4.049 -2.621 -1.164
H 4.953 -3.458 2.989
C -0.364 5.259 -1.354
C 0.059 4.183 -0.341
C 0.762 3.079 -1.136
C 1.064 4.828 0.623
C -1.192 3.687 0.453
O -1.861 4.866 0.973
C -2.282 2.939 -0.354
C -2.165 1.474 -0.822
C -1.654 1.217 -2.219
C -2.138 1.930 -3.314
C -1.660 1.690 -4.593
C -0.695 0.712 -4.774
Cl -0.081 0.424 -6.391
C -0.220 -0.038 -3.714
C -0.710 0.220 -2.441
C -0.907 2.993 1.808
N -0.151 1.761 1.863
C -0.632 0.543 2.142
N 0.356 -0.326 2.174
C 1.453 0.432 1.934
N 1.199 1.708 1.758
H 0.503 5.524 -1.963
H -0.710 6.171 -0.863
H -1.135 4.903 -2.040
H 1.727 3.459 -1.482
H 0.189 2.798 -2.015
H 0.957 2.187 -0.548
H 1.842 5.331 0.043
H 1.547 4.080 1.250
H 0.577 5.573 1.255
H -2.366 5.249 0.249
H -2.542 3.561 -1.217
H -3.149 2.981 0.312
H -3.174 1.059 -0.760
H -1.590 0.870 -0.125
H -2.899 2.691 -3.174
H -2.030 2.249 -5.443
H 0.524 -0.814 -3.837
H -0.342 -0.387 -1.620
H -1.883 2.764 2.235
H -0.426 3.719 2.462
H -1.681 0.321 2.288
H 2.451 0.030 1.890
C -3.056 -2.416 -0.732
O -2.578 -2.605 0.591
C -2.968 -1.839 1.599
S -4.187 -0.684 1.442
S -2.097 -2.180 3.028
H -2.489 -3.130 -1.322
H -2.865 -1.396 -1.066
H -4.128 -2.612 -0.782
Cl 1.681 -6.957 0.788
C -0.069 -6.788 1.120
Cl -0.940 -7.982 0.132
Cl -0.364 -7.147 2.831
C -0.485 -5.280 0.767
O -1.156 -5.129 -0.238
O 0.021 -4.498 1.599
*
```

Computed properties:
Strongest force on any atom = 0.19 eV/Å
⟨S²⟩ = 2.00
Relative energy (zero: lowest compared OMol25 entry of this formula, charge and spin) = 4.2 kJ/mol
HOMO level (alpha / beta) = -0.096 / -0.099 hartree
LUMO level (alpha / beta) = 3.715 / 3.715 eV
HOMO-LUMO gap (alpha / beta) = 6.314 / 6.414 eV